Entry 1:
91
Properties=species:S:1:pos:R:3:lowdin_charge:R:1 method="wB97M-V/def2-TZVPD" fmax_ev_per_a=1.83 mol_weight_g_mol=551.4 lumo_energy_ev=2.57 total_charge=-1 homo_energy_ev=-6.616 energy_ev=-55489.213
B -15.07787 -6.05854 -13.82559 -1.24
F -14.41728 -6.17456 -15.09394 0.09
F -15.79437 -7.23295 -13.66764 0.13
F -13.98822 -5.91719 -12.93156 0.11
F -15.88589 -4.93715 -13.70779 0.14
C -16.20808 -6.92383 -8.33751 -0.06
C -15.63576 -7.54715 -9.60626 -0.43
C -15.02620 -8.93002 -9.51980 -0.21
O -15.88244 -9.86939 -8.89344 -0.17
C -15.58014 -11.18186 -9.31809 -0.12
N -16.67957 -7.48685 -10.65981 0.08
H -15.54609 -7.00211 -7.47030 0.07
H -17.08042 -7.49057 -7.99687 0.07
H -16.47806 -5.88433 -8.51643 0.08
H -14.81523 -6.85593 -9.85428 0.13
H -14.07988 -8.88734 -8.96406 0.13
H -14.75690 -9.19889 -10.54879 0.11
H -14.66281 -11.58260 -8.86040 0.08
H -15.34819 -11.23112 -10.38659 0.08
H -16.42683 -11.80366 -9.03671 0.08
H -16.16724 -7.77578 -11.48477 0.05
H -16.97094 -6.51389 -10.68663 0.05
C -22.26105 -5.90302 -11.35333 -0.07
C -21.17643 -6.85201 -10.91197 -0.44
C -19.96556 -6.16198 -10.25661 -0.19
O -19.27995 -5.21937 -11.09803 -0.21
C -18.95855 -5.59615 -12.44229 -0.08
N -21.79654 -7.72872 -9.88998 0.02
H -23.19301 -6.40372 -11.61779 0.07
H -21.90006 -5.44219 -12.27729 0.07
H -22.53907 -5.18708 -10.57714 0.08
H -20.82855 -7.46628 -11.74373 0.14
H -19.21937 -6.90182 -9.96014 0.10
H -20.40996 -5.60532 -9.43119 0.12
H -18.30593 -4.80784 -12.79776 0.07
H -19.85284 -5.59432 -13.07418 0.08
H -18.54540 -6.60395 -12.35829 0.09
H -21.98834 -7.22173 -9.03256 0.06
H -21.17057 -8.48318 -9.62589 0.07
C -12.92494 -1.87680 -14.20440 -0.05
C -13.10466 -1.52217 -15.67483 -0.43
C -12.66657 -0.14546 -16.12866 -0.22
O -13.29311 0.82406 -15.29662 -0.19
C -12.95677 2.15188 -15.67459 -0.11
N -12.40375 -2.56104 -16.47465 0.04
H -13.21382 -1.10768 -13.49200 0.07
H -11.84544 -2.01172 -14.03642 0.08
H -13.28696 -2.87227 -13.94519 0.07
H -14.17340 -1.60441 -15.90964 0.13
H -12.99754 -0.07580 -17.18034 0.12
H -11.60485 0.10553 -16.23717 0.12
H -12.85296 2.74410 -14.76767 0.08
H -13.72567 2.50152 -16.36856 0.09
H -11.99522 2.16939 -16.19904 0.08
H -12.67429 -3.46380 -16.08726 0.03
H -12.83989 -2.49001 -17.39095 0.07
C -10.88397 -5.94337 -18.80119 -0.07
C -11.67826 -7.15741 -18.32530 -0.43
C -11.41076 -8.36648 -19.23215 -0.21
O -11.44807 -8.00372 -20.60701 -0.18
C -11.69949 -9.08701 -21.45067 -0.14
N -11.28960 -7.46662 -16.94921 0.04
H -11.06058 -5.04369 -18.21869 0.07
H -11.15149 -5.73238 -19.84379 0.07
H -9.83590 -6.25247 -18.87382 0.08
H -12.74115 -6.92763 -18.43745 0.14
H -12.14472 -9.16065 -19.07042 0.12
H -10.44767 -8.78729 -18.90831 0.12
H -12.62492 -9.01144 -22.03571 0.08
H -11.67401 -10.07567 -20.98773 0.08
H -10.94939 -9.12118 -22.25417 0.08
H -11.67128 -6.79647 -16.27492 0.03
H -10.29134 -7.29392 -16.87979 0.07
O -16.30273 -3.81997 -11.17400 -0.05
H -16.96419 -3.49215 -11.78800 0.02
H -15.67087 -4.28655 -11.73182 0.01
O -12.04541 -5.27463 -15.28264 -0.09
H -11.88190 -5.03911 -14.36292 0.03
H -12.92924 -5.73656 -15.26887 0.02
O -14.34271 -9.48152 -13.69969 -0.06
H -13.54864 -9.50528 -14.24394 0.04
H -14.43743 -8.55160 -13.45220 0.00
O -17.74676 -7.95779 -15.71811 -0.05
H -17.26903 -7.62123 -14.94906 0.01
H -17.19890 -8.68219 -16.03344 0.05
O -11.29676 -6.19700 -12.17321 -0.05
H -10.78460 -6.04461 -11.37364 0.03
H -12.19355 -5.91537 -11.95045 0.01
O -17.39093 -4.88446 -16.20653 -0.06
H -17.54959 -5.75696 -15.82303 0.00
H -16.67738 -4.51692 -15.67534 0.01

=====

Entry 2:
88
Properties=species:S:1:pos:R:3:lowdin_charge:R:1 method="wB97M-V/def2-TZVPD" fmax_ev_per_a=1.63 mol_weight_g_mol=496.6 lumo_energy_ev=-0.07 homo_energy_ev=-9.709 energy_ev=-48028.625
C 1.09673 -2.64509 -3.66472 -0.13
O 2.47929 -2.48373 -3.33918 -0.13
H 0.51296 -2.94071 -2.79581 0.08
H 0.73272 -1.69582 -4.07113 0.07
H 0.92522 -3.34102 -4.48924 0.08
H 2.95359 -3.12700 -3.87394 0.09
C 3.51975 1.06190 -2.57945 -0.13
O 2.46612 1.89130 -2.07683 -0.13
H 4.00643 1.59795 -3.38908 0.08
H 4.25788 0.92251 -1.78465 0.08
H 3.12788 0.07969 -2.85074 0.06
H 2.14421 1.48084 -1.26770 0.04
C -4.55526 2.25110 -1.02973 -0.17
O -5.34579 1.36305 -0.25685 -0.12
H -4.89570 2.26480 -2.06775 0.08
H -4.64266 3.26942 -0.64765 0.08
H -3.48788 2.00594 -1.01238 0.05
H -5.65603 0.66382 -0.83565 0.07
C -3.68089 -0.74905 5.26945 -0.15
O -3.14721 -0.32145 4.02536 -0.14
H -3.57037 -1.81435 5.45447 0.07
H -3.22817 -0.22428 6.11708 0.08
H -4.74931 -0.51528 5.30018 0.08
H -3.39350 0.59975 3.91560 0.08
C 0.75072 -4.41673 1.36166 -0.13
O 0.56688 -3.02880 1.60248 -0.15
H 1.39274 -4.86939 2.12192 0.09
H -0.17859 -4.99317 1.33097 0.08
H 1.24282 -4.49883 0.39588 0.08
H 0.15520 -2.91763 2.46613 0.07
C 2.12557 3.31906 3.58659 -0.14
O 1.14445 2.78725 2.71088 -0.13
H 2.92913 2.60212 3.69281 0.06
H 2.51559 4.26560 3.19608 0.09
H 1.74874 3.60891 4.57455 0.09
H 0.33434 3.30172 2.77845 0.09
C -0.66544 3.89353 -0.63018 -0.14
O -0.92247 5.25662 -0.94444 -0.11
H -1.59008 3.38379 -0.34647 0.07
H -0.30566 3.40224 -1.53373 0.06
H 0.11165 3.81485 0.13039 0.06
H -1.77923 5.54503 -0.62949 0.06
C 3.82239 -1.55485 -0.42416 -0.18
O 4.68573 -1.98896 -1.44376 -0.11
H 4.28893 -0.82569 0.24027 0.08
H 2.86182 -1.14140 -0.75032 0.06
H 3.54963 -2.38160 0.24829 0.08
H 4.13587 -2.23636 -2.19558 0.03
C -3.80453 -4.28093 3.03332 -0.68
O -4.75927 -4.93544 2.65106 0.03
N -2.84363 -4.77304 3.87754 0.14
N -3.55021 -3.02001 2.57003 0.16
H -1.90239 -4.44091 3.76398 0.08
H -2.89909 -5.72230 4.19958 0.10
H -4.01727 -2.70825 1.74041 0.10
H -2.92468 -2.38160 3.02903 0.06
C 2.77491 -0.93049 3.70791 -0.65
O 3.31170 -2.02481 3.81497 0.02
N 3.19023 0.16896 4.44862 0.14
N 1.69098 -0.68913 2.91460 0.18
H 2.54669 0.91374 4.61361 0.06
H 4.05833 0.01079 4.92565 0.10
H 1.34952 -1.48005 2.37996 0.05
H 1.09401 0.11334 2.99642 0.07
C -1.25955 -0.01064 1.08067 -0.05
C -0.07171 0.02168 0.11110 -0.47
C -0.57252 0.00795 -1.33499 -0.03
O 0.70556 1.18286 0.33673 -0.06
H -1.71294 -1.00022 1.06635 0.07
H -1.97869 0.79069 0.86371 0.08
H -1.03452 0.28427 2.11539 0.06
H 0.52596 -0.86835 0.33434 0.10
H -1.44281 -0.62956 -1.46224 0.09
H 0.27475 -0.33008 -1.93944 0.06
H -0.77069 1.02903 -1.66376 0.07
H 0.52156 1.63677 1.16467 0.04
C -0.96111 2.51238 -5.96199 -0.05
C 0.01098 1.78580 -5.03576 -0.49
C 1.35360 1.56685 -5.71650 -0.05
O 0.14163 2.63995 -3.88326 -0.08
H -1.08269 1.89991 -6.85880 0.08
H -0.42922 3.38664 -6.34379 0.08
H -1.85306 2.79011 -5.41271 0.08
H -0.37582 0.83626 -4.64524 0.12
H 2.02939 0.98466 -5.08737 0.06
H 1.84570 2.49686 -6.00098 0.09
H 1.19365 1.00543 -6.64234 0.08
H 0.83655 2.23928 -3.33935 0.04

=====

Entry 3:
100
Properties=species:S:1:pos:R:3:lowdin_charge:R:1 method="wB97M-V/def2-TZVPD" fmax_ev_per_a=8.80 mol_weight_g_mol=616.7 lumo_energy_ev=0.10 homo_energy_ev=-9.022 energy_ev=-61128.143
C -1.67664 -2.42885 4.17724 -0.09
C -2.60627 -1.96359 3.11252 -0.31
O -2.23358 -2.67869 1.96609 -0.07
H -0.59228 -2.23757 3.89462 0.07
H -1.66632 -3.46865 4.34422 0.06
H -1.84131 -1.89989 5.13358 0.09
H -2.54058 -0.86852 3.02283 0.10
H -3.55741 -2.25810 3.45169 0.11
H -1.30811 -2.56339 1.78763 0.01
C -0.43769 0.00417 0.87053 -0.07
C -0.30422 -0.77023 -0.41227 -0.28
O -0.34638 0.21846 -1.41030 -0.10
H -0.23513 -0.70161 1.68772 0.07
H -1.45612 0.38684 0.99433 0.07
H 0.25226 0.88808 0.90295 0.07
H -1.12134 -1.51144 -0.49726 0.09
H 0.64986 -1.32836 -0.35315 0.10
H -0.03172 -0.13282 -2.19145 0.00
C 3.01768 1.18129 -0.21399 -0.57
O 1.92943 1.73941 -0.80502 -0.10
N 4.06958 0.86826 -0.92626 0.18
N 3.12330 0.94055 1.07595 0.13
H 4.07490 1.31661 -1.85921 0.11
H 4.86627 0.45164 -0.45991 0.12
H 2.47774 1.47995 1.67181 0.08
H 4.08788 0.91573 1.51907 0.17
C -2.49627 3.12460 -0.47012 -0.68
O -2.77540 4.35613 -0.05688 -0.08
N -3.46635 2.23236 -0.65121 0.15
N -1.31175 2.74892 -0.74405 0.20
H -4.44792 2.53736 -0.46128 0.16
H -3.25263 1.34101 -1.12256 0.07
H -0.56720 3.41929 -0.53582 0.13
H -0.90319 1.81322 -0.91182 0.08
C 2.24170 2.79100 -4.00098 -0.64
O 3.38491 2.22138 -3.52882 -0.10
N 2.11713 3.25810 -5.20024 0.15
N 1.14782 2.89324 -3.27746 0.15
H 3.00260 3.29716 -5.72840 0.14
H 1.26005 3.65034 -5.58714 0.12
H 1.16988 2.40545 -2.37840 0.05
H 0.25195 3.41343 -3.48314 0.15
C 3.86538 -2.22198 1.20014 -0.60
O 4.99331 -1.45209 1.01990 -0.14
N 2.68043 -1.69043 1.14124 0.18
N 3.93915 -3.52580 1.34991 0.16
H 2.69635 -0.66756 1.02253 0.04
H 1.78618 -2.17205 1.03318 0.07
H 4.86174 -4.01471 1.18887 0.15
H 3.15180 -4.16004 1.34182 0.06
C 2.26206 1.64619 3.79730 -0.58
O 3.49757 1.32241 4.48809 -0.18
N 2.14576 2.78845 3.17378 0.16
N 1.24582 0.83532 3.67570 0.19
H 2.97733 3.37991 3.15228 0.15
H 1.24723 3.03662 2.77352 0.08
H 1.37298 -0.11340 3.97358 0.12
H 0.32589 1.07134 3.48821 0.07
C -1.03237 -3.70163 -2.07187 -0.14
O -1.79171 -4.01818 -0.93094 -0.12
H -0.28554 -3.05973 -1.77313 0.04
H -1.72663 -3.24025 -2.78627 0.09
H -0.65864 -4.61677 -2.49458 0.09
H -2.43540 -4.67011 -1.25653 0.11
C 0.71830 -4.40385 2.02065 -0.13
O 0.32689 -3.53441 1.00945 -0.14
H 0.78818 -3.75280 2.87606 0.08
H 1.64029 -4.93678 1.83981 0.07
H -0.07245 -5.05641 2.24981 0.08
H -0.21131 -4.01711 0.38798 0.06
C -3.93792 1.70492 2.51863 -0.17
O -4.10267 0.67507 1.57968 -0.13
H -4.06929 2.69695 2.18541 0.06
H -2.98576 1.62151 3.02966 0.06
H -4.65172 1.64336 3.33415 0.08
H -3.95831 1.03969 0.68643 0.02
C 2.11309 -0.89583 -3.41715 -0.11
O 3.39652 -1.15214 -2.75027 -0.13
H 1.92543 -1.10164 -4.46009 0.08
H 1.78580 0.12197 -3.13533 0.06
H 1.51356 -1.54889 -2.85129 0.04
H 3.51191 -0.60282 -1.96510 0.01
C -3.66870 -1.12517 -1.58959 -0.12
O -2.94427 -0.04723 -2.09894 -0.13
H -3.40759 -2.02956 -2.09884 0.06
H -4.73417 -0.94629 -1.55760 0.09
H -3.27462 -1.20499 -0.54012 0.09
H -2.07107 -0.40767 -2.07986 0.02
C -0.94468 0.77540 -4.61342 -0.16
O -0.64577 -0.48494 -4.17991 -0.13
H -1.17877 1.38093 -3.72901 0.08
H -1.75201 0.69007 -5.32688 0.09
H -0.07002 1.17027 -5.09833 0.07
H -0.49470 -1.06584 -4.92314 0.10
C -0.83818 4.14613 2.47860 -0.14
O -0.67342 2.80892 2.19074 -0.14
H -1.88184 4.30967 2.59346 0.07
H -0.63115 4.65479 1.60580 0.05
H -0.25212 4.51233 3.35472 0.11
H -1.33526 2.52462 1.62148 0.00